w) The following is a quantum chemistry calculation of one molecule with the formula C3H8S, from the OMol25 dataset.

As for the HOMO energy: -8.31 eV. The calculation puts the HOMO-LUMO gap at 9.161 eV.

Geometry (Å):
C -1.654 0.040 0.881
C -1.087 0.451 -0.502
S 0.547 -0.403 -0.920
C 2.265 -0.356 -0.326
H -0.818 0.078 1.606
H -2.564 0.563 1.082
H -1.969 -1.006 0.958
H -1.698 0.051 -1.299
H -0.851 1.505 -0.602
H 2.541 0.674 -0.113
H 2.906 -0.522 -1.209
H 2.382 -1.074 0.444

Atomic partial charges in e from the Löwdin method, atoms 1 to 5: -0.1717 -0.4918 0.7446 -0.4310 0.0713



x) The following is a quantum chemistry calculation of a 2-piece molecular cluster, C3H8S overall, from the OMol25 dataset.

As for the HOMO energy (spin up / spin down): -9.96 / -6.91 eV. The calculation puts the HOMO-LUMO gap (spin up / spin down) at 10.496 / 6.594 eV.

Geometry (Å):
C 0.786 0.500 -1.477
C 0.375 -0.229 -0.026
C -0.922 0.235 0.504
S -2.358 -0.729 0.554
H 0.468 1.484 -1.311
H 1.859 0.351 -1.622
H 0.187 0.208 -2.331
H 1.193 -0.040 0.683
H 0.227 -1.241 -0.092
H -1.646 0.999 3.077
H -0.933 1.232 0.896
H -1.686 -1.763 0.045

Atomic partial charges in e from the Löwdin method, atoms 1 to 5: -0.0484 -0.2919 -0.6199 0.7128 0.0285



Most stable: w). Least stable: x).



w) The following is a quantum chemistry calculation of an isolated ion of composition C4H9OS and charge -1, from the OMol25 dataset.

As for the HOMO energy: -3.03 eV. As for the net charge: -1. The calculation puts the HOMO-LUMO gap at 7.088 eV.

Geometry (Å):
O -0.010 -1.103 0.780
C -0.366 -0.174 0.021
C 0.380 0.021 -1.315
C 0.539 -1.310 -2.033
H -1.449 0.058 -0.071
H 1.354 0.438 -1.080
H -0.178 0.722 -1.937
H 1.154 -1.988 -1.442
H 1.027 -1.198 -3.005
H -0.423 -1.796 -2.191
C -0.438 1.231 2.577
S 0.038 1.830 0.944
H 0.153 0.354 2.843
H -0.303 2.022 3.312
H -1.479 0.894 2.597

Atomic partial charges in e from the Löwdin method, atoms 1 to 5: -0.1689 -0.6846 -0.3071 -0.1417 0.0729



x) The following is a quantum chemistry calculation of an isolated ion of composition C4H9OS and charge -1, from the OMol25 dataset.

As for the HOMO energy: -2.33 eV. As for the net charge: -1. The calculation puts the HOMO-LUMO gap at 5.551 eV.

Geometry (Å):
C -1.439 1.339 0.421
O -1.870 2.315 -0.401
C 0.008 0.795 -0.157
C 0.408 -0.370 0.784
C 0.856 -1.566 -0.191
S 1.899 -1.327 -1.626
H -1.266 1.521 1.641
H -2.199 0.461 0.259
H 0.743 1.728 -0.068
H -0.392 0.478 -1.168
H -0.536 -0.625 1.475
H 1.293 -0.087 1.347
H 1.270 -2.342 0.475
H 0.029 -2.034 -0.686
H 1.195 -0.286 -2.106

Atomic partial charges in e from the Löwdin method, atoms 1 to 5: -0.5820 -0.3955 -0.2732 -0.2761 -0.6226



Most stable: w). Least stable: x).



w) The following is a quantum chemistry calculation of a 2-piece molecular cluster, C7H11N2O2 overall, from the OMol25 dataset.

As for the HOMO energy: -4.42 eV. As for the net charge: -1. The calculation puts the HOMO-LUMO gap at 7.752 eV.

Geometry (Å):
C 3.097 -0.639 0.774
C 2.370 -2.009 0.275
O 2.814 -2.514 -0.758
O 1.331 -2.320 0.791
H 2.786 -0.551 1.748
H 2.673 0.201 0.107
H 4.210 -0.659 0.733
C -2.070 2.500 -0.884
C -1.843 3.657 0.067
C -1.544 1.248 -0.418
C -0.629 0.884 0.565
C -1.531 -0.934 -0.358
N -2.127 0.059 -0.925
N -0.574 -0.561 0.614
H -3.062 2.356 -1.355
H -1.466 2.656 -1.810
H -0.679 3.689 0.043
H 0.115 1.380 1.003
H -1.629 -2.071 -0.406
H 0.342 -0.986 0.905
H -2.274 3.343 1.061
H -2.375 4.585 -0.244

Atomic partial charges in e from the Löwdin method, atoms 1 to 5: -0.0376 -0.8088 -0.0754 -0.0651 -0.0009



x) The following is a quantum chemistry calculation of an isolated ion of composition C7H11N2O2 and charge -1, from the OMol25 dataset.

As for the HOMO energy (spin up / spin down): -2.90 / -2.92 eV. As for the net charge: -1. The calculation puts the HOMO-LUMO gap (spin up / spin down) at 6.593 / 6.609 eV.

Geometry (Å):
C 0.218 -1.661 -0.037
C 0.772 -0.922 1.071
C -1.753 -0.111 -0.543
C -0.738 -1.176 -0.839
C -1.073 -1.997 -2.020
C 0.633 1.091 2.269
C 1.143 2.369 -0.366
N 0.950 0.382 1.036
N 1.272 0.946 -0.109
O -2.788 -0.157 -1.253
O -1.568 0.655 0.431
H 0.673 -2.669 -0.154
H 0.635 -1.408 2.018
H -0.461 -1.700 -2.996
H -2.180 -1.910 -2.339
H -0.847 -3.050 -1.969
H 1.589 1.534 2.452
H -0.191 1.726 1.976
H 0.313 0.296 2.953
H 1.625 2.965 0.419
H 1.682 2.346 -1.257
H 0.094 2.451 -0.743

Atomic partial charges in e from the Löwdin method, atoms 1 to 5: -0.0787 -0.1539 -0.6741 -0.2318 -0.1161



Most stable: w). Least stable: x).



w) The following is a quantum chemistry calculation of an isolated ion of composition C3H12NSi and charge +1, from the OMol25 dataset.

As for the HOMO energy: -15.00 eV. As for the net charge: +1. The calculation puts the HOMO-LUMO gap at 11.130 eV.

Geometry (Å):
C 1.249 0.061 -1.674
C 0.967 0.539 1.537
C -1.145 -0.880 -0.033
N -1.872 0.387 0.012
Si 0.702 -0.574 0.008
H 1.356 1.213 -1.672
H 2.242 -0.279 -1.758
H 0.780 -0.448 -2.499
H 1.028 -0.129 2.349
H 1.972 0.930 1.426
H 0.371 1.381 1.822
H -1.541 -1.314 -0.941
H -1.401 -1.378 0.885
H -1.800 0.809 0.968
H -1.439 1.098 -0.686
H -2.884 0.350 -0.321
H 1.414 -1.766 0.576

Atomic partial charges in e from the Löwdin method, atoms 1 to 5: -0.1976 -0.2013 -0.2803 0.0844 0.6265



x) The following is a quantum chemistry calculation of an isolated ion of composition C3H12NSi and charge +1, from the OMol25 dataset.

As for the HOMO energy: -14.99 eV. As for the net charge: +1. The calculation puts the HOMO-LUMO gap at 11.297 eV.

Geometry (Å):
C 1.922 -1.405 -0.111
C 1.241 1.556 -0.332
C -1.272 -0.571 -0.216
N -2.404 0.434 0.271
Si 0.609 -0.068 0.424
H 1.592 -1.916 -1.090
H 2.794 -0.797 -0.410
H 2.313 -2.148 0.599
H 0.535 2.066 -0.829
H 1.829 2.187 0.348
H 2.012 1.330 -1.029
H -1.425 -0.564 -1.264
H -1.588 -1.451 0.166
H -3.244 -0.113 0.552
H -1.934 0.793 1.095
H -2.753 1.114 -0.390
H 0.170 0.166 1.955

Atomic partial charges in e from the Löwdin method, atoms 1 to 5: -0.1989 -0.1987 -0.1768 0.1454 0.7123



y) The following is a quantum chemistry calculation of C3H12NSi as an isolated structure, from the OMol25 dataset.

As for the HOMO energy: -14.08 eV. As for the net charge: +1. The calculation puts the HOMO-LUMO gap at 10.399 eV.

Geometry (Å):
C 0.683 -1.017 0.929
C 1.985 0.308 -0.468
C -0.438 0.918 -0.041
N 0.571 -0.057 -0.171
Si -2.686 0.041 -0.299
H 1.425 -1.744 0.718
H 0.981 -0.479 1.796
H -0.353 -1.423 1.062
H 1.965 1.314 -0.869
H 2.650 0.319 0.383
H 2.517 -0.289 -1.223
H -0.506 1.508 -0.926
H -0.104 1.406 0.849
H 0.090 -0.563 -0.864
H -4.024 0.836 0.036
H -2.481 -0.927 0.769
H -2.274 -0.149 -1.682

Atomic partial charges in e from the Löwdin method, atoms 1 to 5: -0.0060 0.0177 -0.2028 -0.3014 0.8446



Most stable: w). Least stable: y).



w) The following is a quantum chemistry calculation of a 2-piece molecular cluster, C3H4BrNO overall, from the OMol25 dataset.

As for the HOMO energy: -8.43 eV. The calculation puts the HOMO-LUMO gap at 8.806 eV.

Geometry (Å):
C -1.121 -0.023 1.057
C 1.714 0.284 -1.077
C -1.406 -0.522 -0.114
N -1.207 0.286 2.209
O 0.770 0.960 -0.770
Br -0.293 -1.843 -1.031
H 2.210 0.303 -2.041
H 2.213 -0.367 -0.359
H -0.776 0.965 2.903
H -2.103 -0.043 -0.777

Atomic partial charges in e from the Löwdin method, atoms 1 to 5: -0.3158 -0.2452 -0.5239 0.1774 -0.0838



x) The following is a quantum chemistry calculation of a 3-piece molecular cluster, C3H4BrNO overall, from the OMol25 dataset.

As for the HOMO energy: -10.91 eV. The calculation puts the HOMO-LUMO gap at 11.508 eV.

Geometry (Å):
C 0.100 0.707 -0.731
C 2.343 -0.656 -0.538
C -0.214 1.362 0.440
N 0.463 0.148 -1.661
O 2.012 -1.744 -0.298
Br -2.112 -1.589 0.071
H -1.135 0.952 0.910
H 0.594 1.241 1.196
H -0.477 2.428 0.238
H -1.574 -2.848 0.373

Atomic partial charges in e from the Löwdin method, atoms 1 to 5: -0.4259 -0.0129 -0.1061 0.1368 -0.0033



y) The following is a quantum chemistry calculation of a 2-piece molecular cluster, C3H4BrNO overall, from the OMol25 dataset.

As for the HOMO energy: -9.20 eV. The calculation puts the HOMO-LUMO gap at 9.956 eV.

Geometry (Å):
C -1.486 -0.107 -0.582
C -0.505 0.445 -1.370
C 0.344 -0.878 0.111
N -0.950 -0.975 0.278
O 0.709 -0.020 -0.919
Br 1.549 -1.780 1.173
H -2.452 -0.048 -0.985
H -0.570 1.320 -1.954
H 2.005 1.111 1.941
H 1.355 0.932 2.307

Atomic partial charges in e from the Löwdin method, atoms 1 to 5: -0.1519 -0.0830 -0.8578 0.0602 -0.0179



Most stable: x). Least stable: w).



w) The following is a quantum chemistry calculation of one molecule with the formula C4H9PS, from the OMol25 dataset.

As for the HOMO energy: -8.21 eV. The calculation puts the HOMO-LUMO gap at 8.546 eV.

Geometry (Å):
C -1.737 -0.282 0.080
C -1.542 -1.723 -0.216
C 2.401 1.197 0.318
C 1.276 0.220 0.070
P -3.292 0.251 0.135
S -0.313 1.175 0.016
H -0.508 -1.940 -0.020
H -2.268 -2.228 0.381
H -1.757 -1.776 -1.309
H 3.362 0.615 0.306
H 2.521 1.834 -0.504
H 2.231 1.883 1.119
H 1.026 -0.648 0.669
H 1.440 -0.170 -0.904
H -2.840 1.590 -0.141

Atomic partial charges in e from the Löwdin method, atoms 1 to 5: -0.9124 -0.2125 -0.1804 -0.5617 0.7811



x) The following is a quantum chemistry calculation of one molecule with the formula C4H9PS, from the OMol25 dataset.

As for the HOMO energy: -8.61 eV. The calculation puts the HOMO-LUMO gap at 9.312 eV.

Geometry (Å):
C -0.297 1.200 -0.199
C -0.373 0.515 1.190
C 0.859 0.574 -0.936
C -0.593 -0.989 0.798
P 0.470 -1.204 -0.726
S 2.000 -2.371 -0.483
H -1.260 1.015 -0.857
H -0.200 2.228 0.027
H 0.457 0.432 1.781
H -1.207 0.802 1.670
H 0.645 0.990 -2.026
H 1.791 0.949 -0.457
H -0.129 -1.691 1.496
H -1.585 -1.019 0.531
H -0.577 -1.430 -1.807

Atomic partial charges in e from the Löwdin method, atoms 1 to 5: -0.3016 -0.2105 -0.3770 -0.3128 0.3107



Most stable: x). Least stable: w).



w) The following is a quantum chemistry calculation of C2H4N2S3 as an isolated structure, from the OMol25 dataset.

As for the HOMO energy (spin up / spin down): -7.21 / -7.23 eV. The calculation puts the HOMO-LUMO gap (spin up / spin down) at 6.788 / 6.815 eV.

Geometry (Å):
C -0.470 -1.016 0.178
C -1.321 0.084 0.194
N 0.685 -0.794 -0.476
N 1.052 0.447 -0.611
S -0.298 1.490 -0.452
S -3.006 0.252 0.592
S 2.553 0.837 0.959
H -0.780 -1.988 0.555
H 1.371 -1.603 -0.740
H -3.353 1.234 -0.375
H 3.567 1.058 0.178

Atomic partial charges in e from the Löwdin method, atoms 1 to 5: -0.2275 -0.9089 -0.2057 -0.5900 0.8733



x) The following is a quantum chemistry calculation of C2H4N2S3 as an isolated structure, from the OMol25 dataset.

As for the HOMO energy: -8.48 eV. The calculation puts the HOMO-LUMO gap at 8.928 eV.

Geometry (Å):
C -1.164 -1.709 -0.389
C -0.447 0.673 0.496
N 0.082 -1.733 -0.309
N 0.717 -0.860 0.355
S -1.885 -0.100 -0.109
S 0.208 2.149 -0.383
S 2.223 -0.275 -0.157
H -1.951 -2.382 -0.677
H -0.505 0.863 1.628
H 0.854 2.792 0.642
H 1.868 0.582 -1.097

Atomic partial charges in e from the Löwdin method, atoms 1 to 5: -0.4236 -0.9007 -0.1563 -0.5287 0.8375



Most stable: x). Least stable: w).